[1]
Below is C8H14BF3MnN2O6 as an isolated structure at a distorted geometry, with properties calculated with ωB97M-V/def2-TZVPD.

Properties
Total energy: -2348.8183 Eh
2S+1: 6
Frontier orbital gap (alpha / beta): 2.64 / 2.69 eV
Net charge: +2

Each line ends with the Löwdin spin population.
Cartesian coordinates (Å):
C1 -3.084 -2.064 -1.703  0.00
C2 -2.487 -0.691 -1.141  0.00
O1 -3.066 -0.198 -0.134  0.00
O2 -1.394 0.048 -1.706  0.00
C3 -0.199 -0.733 -1.833  0.00
C4 0.915 -0.434 -0.692  0.01
N1 2.171 -1.165 -1.185  0.08
C5 1.337 1.093 -0.543  0.00
C6 0.319 2.081 0.176  0.00
O3 -0.833 1.492 0.791  0.00
C7 -0.185 3.303 -0.775  0.00
F1 -1.138 4.018 -0.004  0.00
F2 0.891 4.199 -1.100  0.00
F3 -0.709 2.869 -2.012  0.00
O4 0.507 -1.134 0.499  0.00
C8 1.290 -0.832 1.647  0.00
O5 2.550 -0.738 1.701  0.04
B1 0.475 -0.663 3.087  0.00
N2 0.249 0.630 3.776  0.00
O6 -0.053 -1.908 3.621  0.00
H1 -3.991 -2.358 -1.066  0.00
H2 -3.409 -2.035 -2.795  0.00
H3 -2.284 -2.873 -1.508  0.00
H4 -0.375 -1.878 -1.793  0.00
H5 0.231 -0.541 -2.892  0.00
H6 2.327 -2.005 -0.587  0.00
H7 2.046 -1.489 -2.163  0.00
H8 1.508 1.503 -1.614  0.00
H9 2.385 1.130 -0.055  0.00
H10 0.904 2.614 1.024  0.00
H11 -0.954 1.872 1.696  0.00
H12 -0.789 0.745 3.789  0.00
H13 0.623 1.425 3.240  0.00
H14 0.157 -2.647 2.996  0.00
Mn1 4.063 -2.636 -0.743  4.85

***

[2]
Below is a 5-piece molecular cluster, C20H39N6O4S3 overall at a distorted geometry, with properties calculated with ωB97M-V/def2-TZVPD.

Properties
Total energy: -2609.3779 Eh
Frontier orbital gap: 7.38 eV
Net charge: -1

Each line ends with the Mulliken charge.
Cartesian coordinates (Å):
N1 1.728 -3.175 0.117  -0.56
C1 0.421 -2.864 -0.590  0.16
S1 -0.105 -1.192 0.048  0.66
O1 1.152 -0.313 -0.017  -0.57
O2 -0.449 -1.318 1.522  -0.68
N2 -1.285 -0.395 -0.908  -0.03
S2 -2.652 -1.400 -1.208  0.97
O3 -3.659 -0.522 -1.966  -0.78
O4 -2.278 -2.521 -2.180  -0.66
C2 -3.534 -1.984 0.315  -0.40
C3 -4.123 -3.478 0.224  -0.71
C4 -3.009 -4.635 0.199  -0.37
S3 -2.044 -4.808 1.780  -0.25
H1 1.584 -3.204 1.140  0.24
H2 2.107 -4.078 -0.219  0.22
H3 -0.348 -3.652 -0.262  0.04
H4 0.670 -2.885 -1.709  0.02
H5 -2.912 -1.859 1.285  0.19
H6 -4.450 -1.285 0.463  0.32
H7 -4.846 -3.612 -0.658  0.30
H8 -4.759 -3.644 1.180  0.33
H9 -3.574 -5.640 0.054  0.33
H10 -2.265 -4.570 -0.669  0.19
H11 -1.465 -3.568 2.076  0.14
C5 -0.290 0.908 5.804  -1.17
C6 1.222 0.909 5.607  -0.50
C7 1.667 0.065 4.411  0.27
C8 1.250 -1.366 4.611  0.05
N3 0.919 -2.495 4.766  -0.56
H12 -0.668 -0.095 6.018  0.35
H13 -0.564 1.546 6.649  0.36
H14 -0.802 1.286 4.913  0.29
H15 1.699 0.539 6.521  0.30
H16 1.561 1.939 5.462  0.31
H17 2.754 0.108 4.304  0.34
H18 1.220 0.441 3.486  0.00
C9 -0.547 -1.115 -7.284  -1.16
C10 -1.046 -2.227 -6.367  -0.64
C11 -0.404 -2.187 -4.979  0.12
C12 1.086 -2.352 -5.102  0.24
N4 2.263 -2.484 -5.199  -0.56
H19 0.526 -1.201 -7.475  0.35
H20 -1.053 -1.165 -8.253  0.34
H21 -0.742 -0.130 -6.849  0.29
H22 -0.846 -3.194 -6.841  0.33
H23 -2.131 -2.140 -6.261  0.35
H24 -0.804 -2.993 -4.357  0.13
H25 -0.620 -1.237 -4.482  0.21
C13 3.882 1.464 0.851  -1.31
C14 3.017 2.575 1.435  0.43
C15 3.693 3.948 1.383  -0.28
C16 4.969 3.922 2.179  0.08
N5 5.976 3.901 2.808  -0.48
H26 4.810 1.335 1.415  0.42
H27 3.346 0.512 0.883  0.26
H28 4.139 1.675 -0.192  0.36
H29 2.768 2.324 2.471  -0.08
H30 2.075 2.620 0.880  -0.07
H31 3.029 4.710 1.799  0.32
H32 3.921 4.225 0.350  0.33
C17 -2.052 4.933 0.140  -1.23
C18 -0.540 4.933 -0.060  -0.20
C19 -0.096 4.081 -1.251  -0.60
C20 -0.513 2.650 -1.038  0.15
N6 -0.843 1.512 -0.869  -0.34
H33 -2.428 3.931 0.362  0.32
H34 -2.324 5.576 0.981  0.35
H35 -2.565 5.304 -0.753  0.30
H36 -0.061 4.569 0.856  0.14
H37 -0.201 5.963 -0.212  0.36
H38 0.991 4.124 -1.360  0.23
H39 -0.545 4.452 -2.177  0.38